This record from the Open Molecules 2025 dataset describes a cluster of 5 separate species, C25H46N2O4 in total at a distorted geometry. The level of theory is ωB97M-V with the def2-TZVPD basis set.

```
! RIJCOSX wB97M-V def2-TZVPD def2/J DEFGRID3
* xyz 0 1
C -3.65286 -0.68663 -6.21318
C -2.50073 -0.53438 -5.16544
C -1.08507 -0.70872 -5.83467
C -0.22159 0.60305 -5.68226
C 0.29859 0.63887 -4.20138
C 1.29066 1.84029 -3.95527
C 0.75832 2.65403 -2.72044
C 1.11806 1.97433 -1.34440
C -0.19743 1.78094 -0.50328
C -0.14210 0.53923 0.44550
C -0.10971 -0.71565 -0.42043
N -0.12404 -1.74292 -0.87420
C -1.43610 0.41430 1.37118
C -2.52150 1.42410 0.99329
N -2.98266 2.40333 0.68988
H -3.73372 -1.75230 -6.51548
H -3.48811 -0.03347 -7.09845
H -4.58044 -0.34890 -5.70208
H -2.61486 -1.34693 -4.40999
H -2.59028 0.41881 -4.60487
H -1.16728 -1.03457 -6.89163
H -0.53516 -1.48065 -5.25216
H -0.80973 1.51376 -5.93038
H 0.61079 0.54794 -6.41441
H 0.80295 -0.32901 -3.99794
H -0.61492 0.71790 -3.57524
H 2.30624 1.44974 -3.74422
H 1.27045 2.53319 -4.82137
H 1.13065 3.70370 -2.75420
H -0.34395 2.73311 -2.85087
H 1.68828 1.03173 -1.48150
H 1.73462 2.71093 -0.78355
H -1.02435 1.58853 -1.22046
H -0.36003 2.71017 0.07182
H 0.74247 0.58669 1.11395
H -1.87290 -0.58459 1.16797
H -1.20749 0.50122 2.44698
C -5.16627 -0.60199 -2.04432
C -5.52355 0.56760 -2.92706
C -5.41511 1.94509 -2.32357
O -5.88186 0.40531 -4.07346
H -5.28844 -1.52825 -2.60491
H -4.12595 -0.52121 -1.72215
H -5.82592 -0.62776 -1.17495
H -4.38630 2.13680 -2.01236
H -6.08537 2.03038 -1.46651
H -5.70076 2.68807 -3.06746
C 4.86790 -1.91152 2.06065
C 3.67182 -1.45020 1.26987
C 2.51243 -2.40435 1.15070
O 3.64007 -0.35328 0.74902
H 5.62400 -1.12573 2.06287
H 4.57565 -2.12082 3.08900
H 5.29304 -2.80678 1.60431
H 2.11677 -2.63327 2.14250
H 2.83169 -3.32226 0.65452
H 1.72914 -1.93809 0.55528
C 5.32154 -4.04356 6.93785
C 5.69268 -3.78336 5.49973
C 7.11076 -3.35298 5.21945
O 4.88540 -3.91456 4.60592
H 4.27604 -4.34447 6.99208
H 5.93953 -4.84698 7.34258
H 5.45661 -3.13517 7.52773
H 7.80685 -4.12621 5.54903
H 7.32390 -2.41442 5.73428
H 7.23718 -3.20149 4.14792
C -2.78847 2.69849 4.67785
C -1.82247 1.87306 5.48857
C -0.86568 2.61443 6.38822
O -1.81466 0.66297 5.41939
H -3.41337 2.03695 4.07880
H -3.43000 3.28185 5.34052
H -2.23762 3.36234 4.00867
H -1.42204 3.19325 7.12744
H -0.23321 3.27671 5.79427
H -0.23143 1.89809 6.90916
*
```

**Lowest unoccupied orbital energy**: 0.389 eV
**Frontier orbital gap**: 9.877 eV